Record 1
Computed, not measured: the molecule C5H10O, with wB97M-V/def2-TZVPD.

Output
SMILES   CCC1(O)CC1
LUMO energy   1.03 eV
Orbital gap   10.989 eV
ΔE to the lowest compared entry with this formula, charge and spin   22.7 kcal per mole

```
16
Properties=species:S:1:pos:R:3:mulliken_charge:R:1
C -0.22 -2.01 0.35 -1.137
C -0.83 -0.65 0.01 -0.545
C 0.13 0.50 0.25 0.754
O 0.51 0.67 1.59 -0.559
C 1.21 0.83 -0.73 -0.634
C 0.02 1.74 -0.58 -0.795
H -0.97 -2.81 0.30 0.350
H 0.19 -2.00 1.37 0.297
H 0.59 -2.26 -0.34 0.297
H -1.72 -0.48 0.64 0.289
H -1.17 -0.64 -1.03 0.273
H -0.15 1.24 2.00 0.377
H 2.15 1.17 -0.29 0.277
H 1.32 0.25 -1.64 0.235
H 0.16 2.70 -0.08 0.263
H -0.71 1.75 -1.39 0.256
```

=====

Record 2
Computed, not measured: the ion C12H20N3 with charge +1, with wB97M-V/def2-TZVPD.

Output
LUMO energy (alpha / beta)   -4.08 / -4.08 eV
Total charge   +1
Orbital gap (alpha / beta)   7.611 / 7.610 eV
ΔE to the lowest compared entry with this formula, charge and spin   171.3 kcal per mole

```
35
Properties=species:S:1:pos:R:3:mulliken_charge:R:1
C 0.41 1.34 0.78 -0.709
C 0.89 0.36 -0.04 0.537
C -0.08 -0.37 -0.88 0.441
C -2.12 0.84 0.22 0.449
C -1.02 1.66 1.00 -1.334
C -2.88 -1.76 0.53 -0.568
C -1.97 -0.56 0.53 -0.133
C 2.52 -1.35 0.54 -1.497
C 3.23 0.94 0.83 -1.816
C 3.00 0.07 -1.44 -1.698
C -3.55 0.93 -1.63 -0.845
C 2.38 0.03 -0.06 1.963
N -0.11 -1.18 -1.79 -0.420
N -2.51 1.41 -0.83 -0.448
N -1.86 -1.42 1.68 -0.091
H 1.02 2.11 1.29 0.587
H -1.21 1.67 1.99 0.542
H -1.18 2.67 0.49 0.427
H -3.90 -1.68 0.83 0.339
H -2.64 -2.47 -0.29 0.219
H 2.13 -1.33 1.59 0.315
H 1.99 -2.15 -0.02 0.364
H 3.56 -1.78 0.67 0.370
H 4.32 0.67 0.80 0.395
H 2.83 1.00 1.87 0.401
H 3.52 2.03 0.53 0.350
H 4.03 0.21 -1.41 0.488
H 2.65 0.96 -2.09 0.293
H 2.65 -0.92 -1.91 0.321
H -4.51 0.43 -1.19 0.238
H -3.35 0.13 -2.41 0.227
H -3.99 1.74 -2.22 0.355
H -0.90 -1.37 -2.35 0.331
H -2.45 -1.14 2.44 0.307
H -0.93 -1.73 1.96 0.299
```

=====

Record 3
Computed, not measured: a cluster of 7 separate species, C21H47BN3O8PS6 in total, with wB97M-V/def2-TZVPD.

Output
LUMO energy   0.00 eV
Orbital gap   7.728 eV

```
87
Properties=species:S:1:pos:R:3:mulliken_charge:R:1
C 2.43 1.34 -1.40 -0.285
O 1.26 1.70 -2.16 0.008
B 0.65 0.79 -2.95 0.309
O 1.35 -0.06 -3.78 -0.576
C -0.94 0.81 -2.96 0.345
C -1.61 1.64 -3.91 -0.928
C -2.97 1.71 -3.95 -0.759
C -3.75 0.97 -3.04 0.334
N -5.11 1.06 -3.08 -0.667
C -5.76 0.37 -2.19 -0.275
C -5.11 -0.43 -1.21 -0.346
N -3.81 -0.55 -1.16 -0.389
C -3.10 0.15 -2.09 0.265
C -1.69 0.08 -2.08 0.589
P -0.90 -1.01 -0.89 0.489
N -1.04 -2.55 -1.14 -0.624
H 2.61 0.26 -1.39 0.265
H 2.29 1.72 -0.40 -0.031
H 3.29 1.84 -1.83 0.247
H 1.50 -0.95 -3.45 0.345
H -1.04 2.23 -4.61 0.441
H -3.48 2.35 -4.66 0.433
H -6.85 0.43 -2.19 0.384
H -5.69 -0.97 -0.47 0.466
H -1.39 -0.54 0.34 0.026
H 0.44 -0.58 -0.97 -0.013
H -1.48 -3.02 -0.36 -0.001
C 4.64 4.94 2.38 -1.138
S 3.69 4.59 0.89 0.771
O 3.22 3.18 1.00 -0.624
C 5.10 4.59 -0.22 -1.110
H 3.95 4.94 3.21 0.288
H 5.40 4.16 2.52 0.348
H 5.11 5.92 2.28 0.407
H 5.83 3.84 0.11 0.340
H 5.55 5.58 -0.24 0.429
H 4.73 4.33 -1.22 0.282
C -0.07 4.67 -1.35 -0.544
S 0.03 6.43 -1.04 0.335
O 1.09 6.64 -0.02 -0.569
C -1.52 6.56 -0.15 -0.669
H 0.84 4.36 -1.85 0.251
H -0.18 4.14 -0.40 0.035
H -0.93 4.47 -1.99 0.381
H -1.45 5.89 0.71 0.025
H -2.35 6.28 -0.80 0.333
H -1.63 7.60 0.17 0.377
C 1.81 -1.02 3.35 -0.635
S 2.38 -2.10 2.02 0.413
O 1.35 -2.08 0.94 -0.458
C 2.15 -3.64 2.90 -0.836
H 1.84 0.00 2.98 -0.128
H 0.79 -1.29 3.62 0.342
H 2.49 -1.13 4.20 0.460
H 1.11 -3.73 3.20 0.286
H 2.81 -3.66 3.77 0.395
H 2.42 -4.44 2.21 0.216
C -0.78 4.25 4.02 -1.164
S -0.19 3.85 2.37 0.791
O -1.40 3.79 1.50 -0.702
C 0.24 2.15 2.73 -0.913
H -1.15 5.28 4.00 0.356
H -1.59 3.57 4.29 0.332
H 0.05 4.17 4.73 0.366
H -0.64 1.62 3.09 0.519
H 1.04 2.13 3.47 0.449
H 0.60 1.71 1.80 -0.021
C -3.03 -6.76 1.60 -1.058
S -2.84 -5.49 0.35 0.705
O -3.15 -4.19 1.00 -0.645
C -4.29 -5.95 -0.61 -1.066
H -2.24 -6.61 2.33 0.326
H -4.00 -6.66 2.08 0.345
H -2.93 -7.74 1.14 0.370
H -5.17 -5.90 0.02 0.354
H -4.15 -6.95 -1.01 0.354
H -4.37 -5.24 -1.43 0.307
C 2.30 -7.31 -1.31 -0.909
S 2.93 -5.64 -1.14 0.398
O 3.14 -5.42 0.32 -0.614
C 1.42 -4.79 -1.57 -0.422
H 3.09 -8.00 -1.02 0.334
H 1.44 -7.43 -0.65 0.237
H 2.01 -7.49 -2.34 0.367
H 0.62 -5.08 -0.89 0.034
H 1.15 -5.02 -2.60 0.502
H 1.59 -3.72 -1.47 0.020
```

=====

Record 4
Computed, not measured: a structure of composition C8H8Br4IrO10P2S, with wB97M-V/def2-TZVPD.

Output
LUMO energy (alpha / beta)   -1.52 / -3.21 eV
2S+1   2
Expectation value of S²   0.811
Orbital gap (alpha / beta)   7.572 / 6.192 eV
ΔE to the lowest compared entry with this formula, charge and spin   13.4 kcal per mole

```
34
Properties=species:S:1:pos:R:3:mulliken_charge:R:1
Ir 0.92 -0.39 -0.30 1.663
Br -2.73 -6.24 -0.25 -0.118
C -1.99 -4.58 0.19 0.286
C -2.30 -3.98 1.46 0.241
Br -3.45 -4.86 2.64 -0.113
C -1.76 -2.78 1.82 -0.327
Br -2.10 -1.92 3.45 -0.086
C -0.87 -2.12 0.93 0.562
O -0.28 -1.01 1.21 -0.748
C -0.61 -2.69 -0.35 0.777
O 0.14 -1.99 -1.14 -0.708
C -1.16 -3.95 -0.70 -0.365
Br -0.69 -4.63 -2.38 -0.064
O 1.03 1.25 -3.36 -0.487
P 2.42 1.09 -2.59 0.885
O 3.60 1.17 -3.45 -0.706
O 2.27 -0.21 -1.74 -0.519
O 2.31 2.26 -1.48 -0.113
P 2.84 2.15 0.05 0.784
O 4.38 1.79 -0.07 -0.557
O 2.62 3.43 0.73 -0.758
O 2.11 0.93 0.66 -0.535
H 1.18 1.57 -4.25 0.312
H 4.55 0.91 -0.43 0.356
C -2.25 1.67 1.41 -0.785
S -0.50 1.86 1.16 0.763
C -0.42 3.57 0.71 -0.846
O -0.33 1.17 -0.25 -0.621
H -2.54 2.28 2.27 0.419
H -2.44 0.62 1.64 0.086
H -2.78 1.98 0.51 0.321
H -0.76 4.15 1.57 0.436
H -1.06 3.74 -0.16 0.294
H 0.63 3.79 0.50 0.270
```

=====

Record 5
Computed, not measured: a structure of composition C6H4F3HgNO3S2, with wB97M-V/def2-TZVPD.

Output
LUMO energy (alpha / beta)   2.35 / 1.49 eV
Total charge   -1
2S+1   2
Expectation value of S²   0.754
Orbital gap (alpha / beta)   7.708 / 6.549 eV
ΔE to the lowest compared entry with this formula, charge and spin   4.5 kcal per mole

```
20
Properties=species:S:1:pos:R:3:mulliken_charge:R:1
Hg -1.79 0.06 -3.58 0.017
F -0.40 -1.08 4.20 -0.252
C -0.98 0.01 3.67 0.750
F -2.24 0.01 4.16 -0.259
F -0.38 1.07 4.22 -0.280
C -0.96 0.01 2.17 0.475
C -0.35 1.02 1.44 -0.398
C -0.42 0.95 0.06 -0.461
N -1.05 -0.02 -0.58 -0.105
C -1.59 -1.00 0.12 -0.437
C -1.58 -1.04 1.50 -0.580
H 0.16 1.83 1.94 0.442
H 0.04 1.70 -0.57 0.407
H -2.07 -1.79 -0.46 0.332
H -2.02 -1.86 2.05 0.388
O 2.86 0.17 -5.57 -0.580
S 3.32 0.03 -4.20 0.894
O 4.02 1.18 -3.66 -0.563
O 3.91 -1.25 -3.87 -0.578
S 1.52 0.00 -3.04 -0.213
```

=====

Record 6
Computed, not measured: a cluster of 6 separate species, C13H35Cl4NO5 in total, with wB97M-V/def2-TZVPD.

Output
SMILES   COCCNCCOC.ClCCCl.ClCCCl.CO.CO.CO
LUMO energy   0.45 eV
Orbital gap   9.067 eV
ΔE to the lowest compared entry with this formula, charge and spin   9.8 kcal per mole

```
58
Properties=species:S:1:pos:R:3:mulliken_charge:R:1
C -1.85 -0.67 1.76 -0.627
O -1.14 -1.89 1.84 -0.440
C 0.25 -1.66 2.01 0.723
C 0.98 -2.99 1.99 -1.083
N 1.02 -3.68 0.70 -0.343
C 1.84 -2.95 -0.31 -0.278
C 1.01 -2.44 -1.51 -0.293
O 0.49 -3.50 -2.25 -0.339
C 1.22 -3.86 -3.42 -0.826
H -2.49 -0.62 2.64 0.286
H -2.60 -0.67 0.96 0.232
H -1.22 0.21 1.64 0.163
H 0.41 -1.13 2.95 0.411
H 0.62 -1.04 1.18 -0.310
H 0.46 -3.64 2.70 0.362
H 2.02 -2.90 2.31 0.375
H 0.10 -3.59 0.27 0.259
H 2.53 -3.67 -0.76 0.338
H 2.37 -2.10 0.13 0.036
H 1.72 -1.82 -2.08 0.486
H 0.28 -1.74 -1.09 -0.016
H 2.24 -4.18 -3.19 0.316
H 1.17 -3.10 -4.20 0.340
H 0.71 -4.79 -3.68 0.287
Cl 0.69 2.27 2.33 -0.047
C 0.71 2.75 4.03 -0.647
C -0.75 2.87 4.49 -0.350
Cl -1.46 1.28 4.77 -0.162
H 1.28 3.67 4.15 0.359
H 1.12 1.98 4.69 0.319
H -1.36 3.41 3.77 0.162
H -0.82 3.40 5.44 0.353
Cl -3.33 4.39 1.13 -0.182
C -2.81 5.65 -0.01 -0.462
C -1.77 5.16 -0.98 -0.270
Cl -1.16 6.49 -2.05 -0.223
H -2.44 6.51 0.55 0.307
H -3.71 6.00 -0.52 0.341
H -2.09 4.38 -1.66 0.320
H -0.90 4.86 -0.41 0.167
C -0.61 0.88 -1.34 -0.180
O -0.48 2.29 -1.14 -0.422
H -0.45 0.78 -2.42 0.316
H 0.19 0.35 -0.80 -0.179
H -1.51 0.38 -0.98 0.206
H 0.24 2.47 -0.54 0.251
C 3.81 -0.02 -0.25 -0.568
O 3.38 -0.11 1.12 -0.438
H 4.36 -0.88 -0.62 0.318
H 2.90 0.14 -0.83 0.067
H 4.48 0.84 -0.33 0.329
H 4.18 -0.38 1.59 0.249
C -2.13 -2.30 -3.69 -0.039
O -2.67 -1.64 -4.82 -0.535
H -1.06 -2.39 -3.94 -0.026
H -2.01 -1.70 -2.78 -0.021
H -2.53 -3.27 -3.40 0.323
H -3.46 -2.08 -5.13 0.304
```

=====

Record 7
Computed, not measured: the molecule C6H10O2, with wB97M-V/def2-TZVPD.

Output
SMILES   C[C@H]1C=CCC1(O)O
LUMO energy   0.85 eV
Orbital gap   10.060 eV
ΔE to the lowest compared entry with this formula, charge and spin   53.0 kcal per mole

```
18
Properties=species:S:1:pos:R:3:mulliken_charge:R:1
C 0.77 1.75 0.77 -1.272
C 0.71 0.31 0.41 0.108
C -0.23 -0.39 1.39 -0.425
C -1.07 -1.25 0.85 -0.525
C -0.88 -1.54 -0.58 -0.796
C 0.27 -0.13 -0.92 0.695
O -0.47 0.76 -1.74 -0.580
O 1.34 -0.54 -1.64 -0.554
H 0.94 2.10 1.76 0.408
H -0.26 2.10 0.48 0.307
H 1.55 2.36 0.07 0.218
H 1.71 -0.20 0.60 0.209
H -0.32 -0.09 2.50 0.267
H -1.84 -1.61 1.39 0.556
H -0.37 -2.51 -0.56 0.277
H -1.72 -1.47 -1.25 0.388
H -1.06 1.32 -1.09 0.351
H 0.96 -0.96 -2.41 0.369
```

=====

Record 8
Computed, not measured: the ion C7H11N2O with charge +1, with wB97M-V/def2-TZVPD.

Output
LUMO energy   -3.69 eV
Total charge   +1
Orbital gap   8.310 eV
ΔE to the lowest compared entry with this formula, charge and spin   89.0 kcal per mole

```
21
Properties=species:S:1:pos:R:3:mulliken_charge:R:1
C -0.57 -1.17 -0.75 -0.770
C -1.93 -1.31 -1.02 -0.696
C -0.47 0.02 -0.08 1.015
C 1.86 0.13 -0.31 -0.443
C -1.71 0.62 0.00 -0.357
C -2.27 1.80 0.77 -1.156
C 3.78 -1.06 0.14 -0.569
N -2.58 -0.26 -0.56 0.037
N 0.65 0.77 0.38 0.162
O 2.64 -0.35 0.55 -0.098
H 0.12 -1.95 -0.86 0.464
H -2.34 -2.06 -1.69 0.390
H -2.06 2.68 0.10 0.309
H -3.39 1.82 0.93 0.332
H -1.69 1.80 1.73 0.289
H 3.73 -2.06 0.72 0.271
H 4.72 -0.53 0.31 0.303
H 3.79 -1.36 -0.94 0.351
H -3.59 -0.34 -0.58 0.257
H 0.71 1.68 -0.19 0.470
H 0.60 1.12 1.33 0.439
```

=====

Record 9
Computed, not measured: a structure of composition C5H7BO4, with wB97M-V/def2-TZVPD.

Output
LUMO energy   0.52 eV
Orbital gap   9.940 eV
ΔE to the lowest compared entry with this formula, charge and spin   55.9 kcal per mole

```
17
Properties=species:S:1:pos:R:3:mulliken_charge:R:1
B -0.87 -0.30 1.17 0.701
C 1.25 1.00 -1.78 -0.605
C 1.87 1.36 -0.62 -0.440
C -0.42 -1.82 0.63 0.055
C 0.01 0.41 -1.37 -0.025
C -0.03 0.60 0.01 -0.166
O 0.10 -2.10 -0.44 -0.481
O 1.20 1.03 0.48 -0.271
O -2.29 -0.44 0.75 -0.746
O -0.44 -0.14 2.46 -0.685
H 1.60 1.09 -2.72 0.536
H 2.87 1.77 -0.47 0.423
H -0.57 -2.79 1.22 0.345
H -0.84 0.28 -2.06 0.508
H 0.08 -0.97 -1.09 0.317
H -2.94 0.31 1.03 0.274
H -0.58 0.71 2.80 0.261
```

=====

Record 10
Computed, not measured: a cluster of 14 separate species, C5H37NO13 in total, with wB97M-V/def2-TZVPD.

Output
LUMO energy   0.04 eV
Orbital gap   9.438 eV
ΔE to the lowest compared entry with this formula, charge and spin   29.1 kcal per mole

```
56
Properties=species:S:1:pos:R:3:mulliken_charge:R:1
C -0.59 2.30 0.62 -0.939
N -0.95 1.02 0.04 0.497
C 0.24 0.22 -0.32 0.361
C 0.15 -3.64 -0.96 -1.358
C 0.53 -2.27 -0.46 -0.024
C -0.14 -1.17 -0.76 -0.486
H -1.51 2.85 0.84 0.344
H 0.02 2.87 -0.07 0.298
H 0.00 2.20 1.52 0.107
H -1.45 0.47 0.72 0.142
H 0.73 0.73 -1.15 -0.270
H 0.95 0.16 0.49 -0.081
H 0.88 -4.40 -0.68 0.383
H 0.10 -3.67 -2.05 0.326
H -0.81 -3.94 -0.55 0.289
H 1.39 -2.19 0.19 0.482
H -1.03 -1.23 -1.36 0.368
H 2.91 2.19 1.04 0.403
H 4.02 1.56 1.92 0.277
O 3.08 1.79 1.93 -0.671
H -1.48 0.27 -3.07 0.369
H -1.04 0.36 -4.56 0.230
O -0.69 0.37 -3.67 -0.625
H 0.85 -2.59 2.94 0.232
H 1.89 -1.58 3.43 0.432
O 1.76 -2.53 3.22 -0.698
H -1.12 -3.94 2.08 0.273
H -2.44 -3.41 2.72 0.256
O -1.64 -3.15 2.21 -0.582
H 2.60 0.74 -3.30 0.438
H 1.87 2.06 -3.20 0.272
O 2.75 1.71 -3.11 -0.755
H -2.59 -1.98 0.17 0.227
H -3.68 -0.89 0.45 0.412
O -3.35 -1.49 -0.26 -0.690
H -0.02 4.45 -2.00 0.276
H -0.23 3.01 -1.52 0.219
O 0.44 3.63 -1.77 -0.631
H 0.83 -0.56 -3.61 0.456
H 1.78 -1.42 -2.73 0.328
O 1.75 -0.91 -3.54 -0.746
H 2.01 0.83 2.95 0.396
H 1.72 0.61 4.46 0.248
O 1.52 0.25 3.60 -0.656
H -3.95 1.02 2.27 0.300
H -2.80 -0.01 2.54 0.368
O -3.64 0.14 2.03 -0.654
H -2.44 1.04 -1.30 0.321
H -3.08 -0.29 -1.59 0.443
O -2.80 0.53 -2.04 -0.831
H 2.08 3.32 -0.90 0.249
H 3.12 2.39 -1.43 0.430
O 2.90 2.87 -0.60 -0.761
H -0.31 -0.18 3.37 0.351
H -1.23 -1.47 2.96 0.353
O -1.24 -0.52 3.22 -0.703
```

=====

Record 11
Computed, not measured: a cluster of 2 separate species, C5H15N2 in total, with wB97M-V/def2-TZVPD.

Output
LUMO energy   -4.10 eV
Total charge   +1
Orbital gap   9.016 eV
ΔE to the lowest compared entry with this formula, charge and spin   45.0 kcal per mole

```
22
Properties=species:S:1:pos:R:3:mulliken_charge:R:1
C -1.03 -1.40 -1.92 -0.992
C 0.61 1.22 2.64 -1.179
C 1.59 -0.44 0.85 -0.839
C -0.84 0.09 -2.15 -0.336
C 0.32 0.20 1.55 0.839
N -0.90 -0.16 1.30 -0.143
N 0.28 0.69 -1.42 -0.523
H -0.10 -2.04 -2.16 0.274
H -1.08 -1.71 -0.88 0.140
H -1.80 -1.76 -2.55 0.346
H 1.06 2.08 2.29 0.381
H 1.16 0.80 3.47 0.329
H -0.42 1.47 2.84 0.349
H 1.16 -0.71 -0.22 0.141
H 1.81 -1.34 1.43 0.396
H 2.41 0.29 0.84 0.329
H -1.66 0.70 -1.83 0.324
H -0.80 0.31 -3.34 0.305
H -1.68 0.31 1.80 0.263
H -1.23 -0.88 0.70 0.124
H 1.09 0.57 -1.98 0.251
H 0.06 1.70 -1.27 0.222
```

=====

Record 12
Computed, not measured: a structure of composition C6H9MnNO9S, with wB97M-V/def2-TZVPD.

Output
LUMO energy (alpha / beta)   5.63 / 5.63 eV
Total charge   -2
2S+1   2
Expectation value of S²   0.801
Orbital gap (alpha / beta)   8.445 / 8.088 eV

```
27
Properties=species:S:1:pos:R:3:mulliken_charge:R:1
Mn 0.42 -1.51 -0.49 0.889
O 0.03 -0.93 1.86 -0.627
C -0.74 0.25 1.85 -0.515
C 0.09 1.35 1.17 -1.021
N 0.36 1.01 -0.22 1.106
C 1.66 1.50 -0.66 -0.712
C 2.80 0.56 -0.14 0.488
O 3.84 1.09 0.25 -0.771
O 2.57 -0.67 -0.22 -0.675
C -0.72 1.36 -1.13 -0.807
C -0.52 0.65 -2.52 0.506
O -0.96 1.23 -3.51 -0.786
O 0.08 -0.45 -2.50 -0.656
H -0.61 -1.77 1.90 0.494
H -0.97 0.54 2.89 0.390
H -1.68 0.09 1.30 0.283
H 1.05 1.40 1.69 0.439
H -0.42 2.32 1.26 0.276
H 1.84 2.55 -0.34 0.245
H 1.70 1.44 -1.75 0.370
H -0.82 2.45 -1.28 0.250
H -1.66 0.96 -0.74 0.357
O -1.46 -2.95 1.74 -0.742
S -1.49 -3.11 0.25 1.219
O -2.47 -4.11 -0.12 -0.725
O -1.80 -1.76 -0.32 -0.567
O -0.12 -3.50 -0.22 -0.711
```

=====

What F_max values result from the calculations? In sequence: 0.3; 5.0; 1.1; 1.2; 0.5; 2.3; 4.7; 3.9; 3.4; 1.8; 3.8; 2.9 eV Å⁻¹.